Version A
C3H5N3O | the ωB97M-V functional and the def2-TZVPD basis

Geometry as XYZ:
```
12
Properties=species:S:1:pos:R:3
N -0.73131 -0.43587 1.51806
C -0.53418 0.07692 0.21836
C -1.39151 0.49163 -0.74490
O -0.71966 0.87061 -1.84426
N 0.63283 0.71413 -1.62335
C 0.74491 0.24371 -0.40827
N 1.98414 0.02613 0.18879
H -0.50069 0.25147 2.22776
H -1.68539 -0.73799 1.66489
H -2.46947 0.57574 -0.79876
H 2.11521 -0.94147 0.45985
H 2.73175 0.32188 -0.42649
```

Values from the calculation:
Spin multiplicity: 1
Gap between HOMO and LUMO, eV: 9.83
SMILES string: Nc1conc1N

Version B
C3H5N3O | the ωB97M-V functional and the def2-TZVPD basis

Geometry as XYZ:
```
12
Properties=species:S:1:pos:R:3
C -1.79480 -0.59818 0.01260
C -0.34019 -0.30063 -0.06056
C 1.82205 -0.41088 0.01497
H -2.32734 -0.04716 -0.78213
H -1.95677 -1.66159 -0.10254
H -2.15701 -0.28735 0.98968
H 2.03303 1.57706 -0.45852
H -0.40412 1.70094 0.43520
N 0.62097 -1.15303 -0.02372
N 1.45812 0.94446 0.11838
N 0.07070 1.01888 -0.13248
O 2.97536 -0.78253 -0.01087
```

Values from the calculation:
Spin multiplicity: 1
Gap between HOMO and LUMO, eV: 10.11
SMILES string: Cc1nc(=O)[nH][nH]1

Q: What are the energies relative to the best structure? A: version A 119.8; version B 0.0, in kJ/mol.

Version A
C3H5N3O | the ωB97M-V functional and the def2-TZVPD basis

Geometry as XYZ:
```
12
Properties=species:S:1:pos:R:3
N -1.31055 -0.87573 -1.01127
C -0.60002 0.05063 -0.28481
C 0.46038 -0.52743 0.60264
N 1.01342 0.39375 1.64348
C 1.76863 0.16459 0.54090
O 2.76524 0.45791 -0.05043
N -0.75643 1.31754 -0.25755
H -1.81872 -0.54656 -1.81903
H -0.91926 -1.80031 -1.11058
H 0.33990 -1.56120 0.92491
H 0.53332 1.29153 1.72761
H -1.47589 1.63527 -0.90587
```

Values from the calculation:
Spin multiplicity: 1
Gap between HOMO and LUMO, eV: 10.28
SMILES string: [H]/N=C(\N)[C@@H]1NC1=O

Version B
C3H5N3O | the ωB97M-V functional and the def2-TZVPD basis

Geometry as XYZ:
```
12
Properties=species:S:1:pos:R:3
N 1.97583 -0.12137 0.03796
C 0.59797 -0.08080 -0.00321
C -0.19674 0.98822 0.20135
N -1.44668 0.73937 -0.49679
C -1.45661 -0.59842 -0.05354
O -2.01414 -0.86542 0.97419
N -0.19851 -1.17547 -0.43172
H 2.46395 -0.80874 -0.51016
H 2.41238 0.78909 0.02428
H 0.07734 1.98197 0.47726
H -2.25476 1.23338 -0.13135
H -0.00166 -2.11332 -0.08446
```

Values from the calculation:
Spin multiplicity: 1
Gap between HOMO and LUMO, eV: 8.39

Q: What are the energies relative to the best structure? A: version A 0.0; version B 50.0, in kJ/mol.